Formula: CH4N3O
Source: the OMol25 dataset
Level of theory: ωB97M-V with the def2-TZVPD basis set

Results
Relative energy (zero: lowest compared OMol25 entry of this formula, charge and spin), kcal/mol: 87.0
Net charge: +1
HOMO energy, eV: -16.535
Kohn-Sham gap, eV: 11.205
Multiplicity: 1
LUMO, eV: -5.330

Geometry as XYZ:
```
9
CH4N3O (ωB97M-V with the def2-TZVPD basis set)
H -1.75 0.72 1.21
N 2.50 0.28 -0.06
H -0.74 -1.19 -1.06
N 1.39 0.25 -0.03
O 3.62 0.26 0.10
H -0.13 0.87 0.19
H -2.41 -0.95 -0.28
C -1.37 -0.61 -0.41
N -1.10 0.37 0.34
```

Formula: C32H96N6O13
Source: the OMol25 dataset
Level of theory: ωB97M-V with the def2-TZVPD basis set

Results
Relative energy (zero: lowest compared OMol25 entry of this formula, charge and spin), kcal/mol: 167.9
Net charge: 0
HOMO energy, eV: -9.150
Kohn-Sham gap, eV: 9.342
Multiplicity: 1
LUMO, eV: 0.192

Geometry as XYZ:
```
147
C32H96N6O13 (ωB97M-V with the def2-TZVPD basis set)
H -2.09 -1.43 -1.27
H 0.68 6.64 -7.26
H 2.58 -8.03 -8.01
N -1.40 -12.61 -0.83
H 10.11 -5.27 3.09
N -8.18 -4.19 -5.83
C 1.74 6.46 -7.41
H 0.48 -1.61 -0.48
H 5.90 -4.73 3.04
C 8.49 -3.86 3.64
H 4.55 6.61 5.99
H -2.48 -14.17 -2.90
H -0.44 -12.82 -0.60
H 1.95 5.48 -7.85
H -5.91 -4.56 -6.78
H -7.45 1.22 -7.50
H -1.55 10.82 -2.35
H -1.57 -11.75 -0.33
H -3.06 9.17 -0.03
O 4.55 8.60 5.34
H 5.48 -0.32 9.79
H -3.02 -4.99 2.61
C 5.17 1.22 8.32
C 3.88 7.45 5.82
H -9.35 9.61 5.57
H -2.97 11.48 -0.94
C -2.04 11.04 -0.57
H -5.62 -2.79 -7.28
H 5.70 7.15 -0.97
H 11.66 -3.71 2.67
C -8.66 7.10 3.36
H 2.76 -0.16 5.15
C 2.98 7.02 4.63
O 7.70 -4.91 4.14
C -1.65 -12.37 -2.27
C 5.62 -0.14 8.72
O -3.06 -5.83 3.06
H -2.81 6.25 5.54
C -2.48 9.96 0.45
H -0.82 -3.04 -1.85
H -2.94 10.45 1.30
C 10.64 -4.51 5.05
H 4.29 6.50 -5.44
C -8.64 9.75 2.94
H 6.98 6.40 -1.30
H -6.80 5.79 2.05
H -0.48 2.71 -1.29
H 2.06 5.94 -5.29
C -1.56 -13.65 -3.12
H 0.30 -11.53 -2.28
C 2.94 -7.09 -7.61
H -8.91 6.88 2.33
H 5.65 -5.35 4.70
N -9.01 8.73 5.21
O -2.46 6.66 6.33
H 2.04 -6.52 -7.36
H 6.04 -3.62 4.30
H -0.62 -14.14 -2.86
O 6.12 6.63 -1.66
H -9.09 -4.04 -6.25
H 1.21 2.81 -0.77
H -6.62 -3.85 -8.21
H 10.55 -3.54 5.54
H -8.72 -2.22 -7.93
H -7.97 0.16 -8.75
H -2.99 6.29 7.04
C -9.23 8.54 3.74
H 10.33 -3.21 2.06
H 3.97 9.34 5.16
H -9.07 10.72 3.19
H 5.85 3.03 8.57
C -1.76 -14.54 -5.20
H -9.10 0.54 -7.37
H 11.69 -4.79 4.93
H 8.39 -2.98 4.29
H 4.07 0.95 5.16
O 3.13 0.32 7.08
H 10.04 -5.31 5.49
H -2.66 -5.66 3.91
H 5.76 -6.63 -9.20
H -0.54 -11.14 -3.81
H -0.04 2.81 0.45
H 2.07 7.19 -8.16
H -0.99 -1.73 -3.11
O -1.62 -13.31 -4.50
C -0.66 -11.31 -2.74
H -1.74 -0.46 -0.06
H 0.99 0.22 -2.14
H -2.70 -12.11 -2.38
C 0.23 2.40 -0.52
H 8.21 -3.54 2.64
C 0.03 0.24 -1.61
C 3.13 0.73 5.65
N -1.49 -1.35 -0.47
H -5.67 5.63 3.37
O 0.07 1.02 -0.43
H 5.05 -0.83 8.10
H 3.55 6.71 3.76
C -0.40 -2.14 -2.29
H 3.50 7.72 6.80
N 10.77 -3.32 2.97
H -7.35 5.18 3.58
H 6.62 -0.39 8.36
O -1.21 10.46 -1.53
C -8.08 0.35 -7.68
O 3.91 6.31 -6.30
H 4.28 -5.64 -7.80
C 3.98 -6.46 -8.45
C 10.00 -4.34 3.65
H -9.14 6.35 3.99
C -0.26 -1.18 -1.15
C -7.40 -3.08 -6.32
H 2.39 7.87 4.29
C 2.55 6.47 -6.10
H -1.52 9.54 0.78
H -1.65 11.98 -0.17
H 0.58 -2.22 -2.75
H -2.67 -15.06 -4.90
N 5.66 2.26 9.19
H 3.22 0.97 9.06
H -10.27 8.34 3.52
H -9.14 -1.85 -6.29
C -6.31 -3.63 -7.19
H -7.78 -5.04 -6.21
H -6.85 -2.67 -5.48
H -1.77 -14.55 -6.29
C -8.29 -2.00 -6.95
C -6.70 5.92 3.13
H -0.74 0.58 -2.31
H 2.40 6.12 4.81
C 3.62 1.19 8.07
H -0.96 -10.38 -2.25
H 5.53 1.48 7.32
H -8.88 9.67 1.88
H 2.42 7.49 -5.74
O -7.55 -0.78 -6.88
O 5.20 -7.13 -8.60
H 2.37 1.52 5.60
H 3.11 2.15 7.95
O -7.24 7.08 3.59
H -0.98 -15.25 -4.94
H 3.39 -7.15 -6.62
H 6.57 1.99 9.54
H 3.73 -5.93 -9.37
C 6.24 -4.67 4.08
H -8.01 8.88 5.22
H -7.56 9.85 3.06
```

Formula: C46H41N4OP2Pb
Source: the OMol25 dataset
Level of theory: ωB97M-V with the def2-TZVPD basis set

Results
Relative energy (zero: lowest compared OMol25 entry of this formula, charge and spin), kcal/mol: 9.6
Net charge: +1
HOMO energy, eV: -10.079
Kohn-Sham gap, eV: 7.122
Multiplicity: 1
LUMO, eV: -2.957

Geometry as XYZ:
```
95
C46H41N4OP2Pb (ωB97M-V with the def2-TZVPD basis set)
H 3.58 1.20 -0.75
H 5.72 1.85 3.66
H -1.86 -2.95 1.27
H 3.80 0.36 7.58
H -0.16 6.39 -1.08
C -0.22 3.12 -0.24
H -4.20 -4.76 -1.82
C 1.58 2.82 6.93
H 2.74 5.59 -5.27
H -3.14 -0.90 -4.18
H -1.61 -0.18 -4.72
C 5.26 1.70 2.69
C -1.60 -0.74 3.45
C 4.05 1.35 0.22
H 0.29 2.91 5.23
H 1.32 -1.26 4.45
C -3.80 0.25 3.36
H -1.50 -5.76 4.36
C -1.50 -1.12 -2.82
C 1.35 5.38 0.07
H 6.03 1.27 -0.57
H 2.98 -0.43 5.43
N -0.60 -0.32 -2.36
C -3.86 0.23 4.75
H 2.31 -5.57 2.40
H 0.11 2.22 -5.13
C 1.40 -5.09 2.74
C 2.56 2.11 7.62
C 5.43 1.38 0.32
C 3.87 1.67 2.60
C 2.41 3.23 -2.88
C 0.98 3.04 0.47
H -2.84 -0.27 6.57
H -0.82 2.22 -0.39
C 2.37 4.72 -4.76
H 0.58 -6.87 3.60
C 0.43 -5.82 3.41
C 3.04 0.93 7.07
C -0.63 4.32 -0.79
C -3.11 -3.96 -0.14
H -4.73 0.61 5.26
H -1.84 -3.36 3.95
C 0.74 1.70 2.90
H -3.24 -3.11 -3.40
H 2.95 2.47 8.56
H 1.05 2.69 3.22
C -2.06 -1.02 -4.20
P -0.14 -1.32 2.55
C -2.19 -3.00 0.24
C 1.41 2.46 -3.45
C -2.67 -0.23 2.72
N -1.65 -2.13 -0.61
H 3.29 1.82 3.50
C -0.93 -3.84 3.60
C 1.08 2.36 5.73
C 0.15 5.45 -0.64
C 0.04 -3.10 2.94
C -3.49 -4.02 -1.47
C 1.20 -3.73 2.50
C -2.79 -0.27 5.49
H 2.70 4.13 1.16
C -2.04 -2.16 -1.90
C 0.90 1.27 -2.71
H 0.97 4.22 -6.31
C 1.37 3.94 -5.34
H -1.85 -1.94 -4.76
N -0.20 0.71 -3.17
C 1.76 4.18 0.62
N 1.04 0.73 3.94
H 1.97 6.27 0.18
C 2.89 4.36 -3.53
C 3.26 1.49 1.36
C -1.67 -0.76 4.85
C -2.95 -3.10 -2.36
C 2.55 0.47 5.85
H 1.97 -3.18 1.96
H 2.81 2.95 -1.91
H -4.62 0.65 2.79
H -2.61 -0.21 1.63
C 6.04 1.56 1.56
C 1.26 -0.64 3.56
P 1.45 1.45 1.19
O 1.55 0.89 -1.68
H -3.52 -4.64 0.59
H -1.56 4.37 -1.35
H 3.67 4.96 -3.07
Pb 0.76 -0.95 -0.40
H -0.84 -1.14 5.43
C 1.57 1.18 5.17
H 7.12 1.58 1.63
C -0.74 -5.19 3.83
H -0.34 1.76 2.70
H 2.19 -0.81 3.00
C 0.89 2.82 -4.69
H 1.19 3.74 7.35
```